Computed, not measured: a structure of composition C17H14BrCl2FeN4 in a non-equilibrium geometry, with ωB97M-V/def2-TZVPD.

Values from the calculation:
2S+1 = 6
Total charge = +2
Electronic energy = -5632.6163 hartree
Gap between HOMO and LUMO (spin up / spin down) = 6.0 / 5.0 eV
Relative energy (zero: lowest compared OMol25 entry of this formula, charge and spin) = 75.6 kcal per mole
Expectation value of S² = 8.77

```
39
C17H14BrCl2FeN4 | OMol25 | ωB97M-V/def2-TZVPD
Fe -0.89886 1.91747 0.19006
N 0.70412 5.30961 0.07002
C 2.04075 4.83906 0.02087
C 1.98004 3.47296 -0.06843
N 0.57720 3.06177 -0.03032
C -0.13954 4.22720 0.00334
C -1.62076 4.30377 0.01027
N -2.49830 3.27929 -0.03420
C -3.76274 3.86728 -0.07931
C -3.64297 5.22752 -0.08903
N -2.30963 5.48369 -0.00553
H 0.45816 6.29665 0.02313
H 2.90446 5.46156 0.13264
H 2.66869 2.65088 -0.04967
H -4.62077 3.28679 0.04314
H -4.34564 6.04018 0.08185
H -1.79117 6.36259 -0.12034
Br 0.28721 -0.45316 -0.02365
C 1.58804 -1.91346 -0.02702
C 2.98749 -1.64431 -0.13433
C 3.84784 -2.74565 -0.09450
C 3.37152 -4.06365 -0.05486
C 2.00767 -4.34051 -0.00165
C 1.51214 -5.66962 -0.09461
C 0.16149 -5.84502 0.01328
C -0.76730 -4.76035 0.09044
C -0.30486 -3.47440 0.05653
C 1.06604 -3.19757 0.01189
H 3.39172 -0.60663 -0.15832
H 4.91800 -2.53456 0.01718
H 4.04343 -4.92300 -0.15358
H 2.19567 -6.53854 -0.14242
H -0.22848 -6.88871 0.05698
H -1.81579 -4.95424 0.14577
Cl -3.67228 -3.58076 0.34214
C -2.77485 -2.07432 0.06538
Cl -3.65762 -0.57753 0.00432
H -2.05179 -2.21121 -0.69617
H -1.80834 -2.09103 0.67876
```